No. 1
Entry from the OMol25 dataset: a molecular structure, C42H32ClN9O3PtS (ωB97M-V/def2-TZVPD).

Last column: Löwdin charge in e.
Cartesian coordinates (Å):
Pt1 -1.122 -1.291 0.103  1.62
Cl1 -0.995 -4.958 -6.046  0.73
C1 -0.997 -4.388 -4.417  -0.65
C2 -0.184 -5.019 -3.464  -0.04
C3 -0.159 -4.592 -2.159  0.02
C4 -0.929 -3.495 -1.762  -0.31
O1 -0.873 -3.157 -0.472  -0.20
C5 -1.761 -2.871 -2.713  -0.16
C6 -2.683 -1.869 -2.331  -0.02
N1 -2.657 -1.214 -1.211  -0.07
C7 -3.788 -0.539 -0.708  -0.22
C8 -4.721 0.165 -1.412  0.03
C9 -5.848 0.684 -0.736  -0.02
C10 -6.026 0.477 0.602  0.01
C11 -5.066 -0.251 1.347  -0.13
C12 -5.173 -0.518 2.729  0.05
C13 -4.188 -1.235 3.349  0.00
C14 -3.075 -1.659 2.610  -0.09
N2 -2.926 -1.427 1.321  0.02
C15 -3.934 -0.742 0.679  -0.15
C16 -1.792 -3.343 -4.046  -0.03
H1 0.430 -5.856 -3.771  0.12
H2 0.464 -5.081 -1.424  0.13
H3 -3.542 -1.699 -2.975  0.16
H4 -4.606 0.331 -2.475  0.13
H5 -6.582 1.244 -1.299  0.13
H6 -6.900 0.863 1.110  0.13
H7 -6.033 -0.161 3.281  0.14
H8 -4.240 -1.480 4.399  0.13
H9 -2.302 -2.214 3.116  0.10
H10 -2.440 -2.865 -4.769  0.13
O2 0.920 -1.389 -3.383  -0.24
S1 0.385 -0.310 -2.612  0.66
O3 -0.984 0.104 -2.782  -0.31
N3 0.491 -0.664 -0.982  -0.21
C17 1.727 -0.940 -0.365  -0.22
C18 2.988 -0.701 -0.863  0.02
C19 4.137 -0.990 -0.099  -0.04
C20 4.060 -1.550 1.141  -0.01
C21 2.789 -1.860 1.667  -0.13
C22 2.596 -2.563 2.873  0.05
C23 1.337 -2.951 3.244  0.00
C24 0.251 -2.567 2.454  -0.10
N4 0.392 -1.817 1.380  -0.06
C25 1.642 -1.517 0.921  -0.15
C26 1.390 1.110 -2.908  -0.29
C27 1.070 2.322 -2.312  -0.07
C28 1.797 3.450 -2.652  -0.07
C29 2.823 3.362 -3.585  -0.04
C30 3.125 2.146 -4.185  -0.04
C31 2.405 1.009 -3.851  -0.05
H11 3.127 -0.301 -1.850  0.10
H12 5.104 -0.777 -0.534  0.13
H13 4.947 -1.800 1.705  0.13
H14 3.457 -2.836 3.471  0.14
H15 1.162 -3.551 4.124  0.13
H16 -0.742 -2.909 2.692  0.10
H17 0.256 2.378 -1.601  0.08
H18 1.556 4.406 -2.205  0.12
H19 3.380 4.248 -3.857  0.12
H20 3.914 2.084 -4.922  0.12
H21 2.613 0.057 -4.320  0.12
C32 -0.279 0.672 3.022  0.03
C33 -0.770 1.297 1.767  -0.27
N5 -1.236 0.690 0.675  -0.04
C34 -1.596 1.668 -0.234  -0.11
C35 -1.344 2.873 0.318  -0.02
N6 -0.807 2.628 1.562  0.02
C36 -0.247 3.662 2.445  -0.04
N7 1.084 3.323 2.824  -0.08
N8 1.373 3.080 4.137  0.06
N9 2.572 2.681 4.235  0.10
C37 3.130 2.623 2.969  -0.22
C38 4.405 2.231 2.554  0.01
C39 4.652 2.246 1.200  -0.07
C40 3.664 2.640 0.273  -0.06
C41 2.407 3.042 0.670  0.00
C42 2.169 3.030 2.047  -0.17
H22 -0.771 -0.279 3.184  0.06
H23 -0.484 1.312 3.877  0.09
H24 0.801 0.509 2.986  0.10
H25 -1.958 1.421 -1.217  0.10
H26 -1.471 3.871 -0.064  0.14
H27 -0.831 3.774 3.357  0.15
H28 -0.278 4.591 1.878  0.15
H29 5.157 1.939 3.274  0.12
H30 5.628 1.960 0.831  0.11
H31 3.905 2.637 -0.782  0.11
H32 1.661 3.356 -0.048  0.08

Properties
LUMO energy   -6.260 eV
Charge   +2
Gap between HOMO and LUMO   6.766 eV
HOMO level   -13.03 eV
Spin multiplicity   1

***

No. 2
Entry from the OMol25 dataset: a gas-phase ion, C5H8N3O2 (charge +1) at a distorted geometry (ωB97M-V/def2-TZVPD).

Last column: Löwdin charge in e.
Cartesian coordinates (Å):
C1 0.828 -1.857 -0.145  -0.02
C2 -0.980 -0.564 -0.073  -0.21
C3 1.238 -0.223 -0.035  -0.03
C4 -2.394 -0.168 -0.066  0.05
C5 -0.144 1.799 0.082  0.03
N1 -0.552 -1.756 -0.116  0.20
N2 0.101 0.392 -0.015  0.01
N3 2.575 0.312 0.090  -0.37
O1 3.364 -0.384 0.659  0.15
O2 2.734 1.401 -0.398  0.13
H1 1.230 -2.240 0.807  0.14
H2 0.977 -2.929 -0.852  0.25
H3 -2.966 -0.962 0.415  0.12
H4 -2.765 -0.084 -1.091  0.13
H5 -2.579 0.773 0.444  0.10
H6 0.784 2.368 0.019  0.10
H7 -0.655 2.028 1.019  0.12
H8 -0.795 2.094 -0.744  0.12

Properties
LUMO energy (alpha / beta)   -4.583 / -9.444 eV
ΔE to the lowest compared entry with this formula, charge and spin   399.25 kJ/mol
Charge   +1
Gap between HOMO and LUMO (alpha / beta)   7.782 / 5.992 eV
HOMO level (alpha / beta)   -12.37 / -15.44 eV
Spin multiplicity   3

***

No. 3
Entry from the OMol25 dataset: a molecular structure, C18H26FeN3S (ωB97M-V/def2-TZVPD).

Last column: Löwdin charge in e.
Cartesian coordinates (Å):
Fe1 -0.101 -1.142 -0.484  0.69
C1 2.969 -1.624 -0.303  -0.05
N1 1.920 -1.081 -1.188  -0.28
C2 1.821 -1.900 -2.422  -0.07
C3 2.174 0.331 -1.506  -0.21
C4 3.268 0.692 -2.270  -0.03
C5 3.512 2.029 -2.546  -0.07
C6 2.636 2.983 -2.049  -0.07
C7 1.538 2.623 -1.280  -0.01
C8 1.289 1.282 -0.972  -0.21
N2 0.267 0.737 -0.204  -0.04
C9 -0.452 1.308 0.836  -0.25
C10 -0.811 2.649 1.004  -0.01
C11 -1.573 3.054 2.093  -0.07
C12 -2.009 2.146 3.043  -0.07
C13 -1.672 0.807 2.889  -0.03
C14 -0.921 0.400 1.803  -0.23
N3 -0.532 -0.998 1.635  -0.28
C15 0.674 -1.292 2.436  -0.05
C16 -1.606 -1.949 1.981  -0.07
H1 3.916 -1.715 -0.840  0.10
H2 3.109 -0.953 0.541  0.09
H3 2.680 -2.610 0.062  0.09
H4 2.771 -1.949 -2.959  0.09
H5 1.532 -2.921 -2.163  0.09
H6 1.078 -1.463 -3.090  0.10
H7 3.941 -0.067 -2.650  0.11
H8 4.368 2.316 -3.140  0.11
H9 2.802 4.030 -2.266  0.11
H10 0.873 3.399 -0.942  0.09
H11 -0.531 3.389 0.273  0.09
H12 -1.834 4.101 2.188  0.11
H13 -2.596 2.468 3.891  0.11
H14 -1.996 0.082 3.626  0.12
H15 0.448 -1.226 3.504  0.10
H16 1.036 -2.297 2.214  0.09
H17 1.446 -0.565 2.194  0.09
H18 -1.730 -2.054 3.062  0.09
H19 -2.545 -1.606 1.556  0.07
H20 -1.369 -2.938 1.582  0.09
C17 -3.130 0.438 -0.839  -0.33
S1 -2.292 -0.989 -1.545  0.82
C18 -3.455 -2.324 -1.199  -0.35
H21 -4.080 0.551 -1.359  0.06
H22 -2.503 1.306 -1.022  0.05
H23 -3.281 0.322 0.232  0.05
H24 -3.892 -2.195 -0.211  0.04
H25 -2.923 -3.271 -1.242  0.05
H26 -4.236 -2.316 -1.956  0.05

Properties
LUMO energy (alpha / beta)   -2.866 / -3.393 eV
ΔE to the lowest compared entry with this formula, charge and spin   0.00 kJ/mol
Charge   +1
Gap between HOMO and LUMO (alpha / beta)   7.154 / 6.724 eV
HOMO level (alpha / beta)   -10.02 / -10.12 eV
Spin multiplicity   5

***

No. 4
Entry from the OMol25 dataset: a molecular structure, C15H45NO8 at a distorted geometry (ωB97M-V/def2-TZVPD).

Last column: Löwdin charge in e.
Cartesian coordinates (Å):
C1 0.279 4.470 0.548  -0.08
C2 0.133 4.177 2.007  -0.30
O1 1.433 4.044 2.581  -0.13
H1 -0.616 4.714 -0.024  0.08
H2 0.664 3.586 0.039  0.03
H3 1.001 5.278 0.431  0.09
H4 -0.511 3.326 2.228  0.10
H5 -0.307 5.005 2.564  0.12
H6 1.325 3.997 3.534  0.03
C3 -1.107 1.941 -0.739  -0.04
C4 0.028 1.462 0.174  -0.30
O2 -0.430 1.397 1.517  -0.12
H7 -0.867 2.053 -1.797  0.08
H8 -1.319 2.981 -0.488  0.06
H9 -1.928 1.232 -0.632  0.05
H10 0.955 2.019 0.038  0.09
H11 0.346 0.496 -0.217  0.08
H12 0.343 1.151 2.031  -0.29
C5 1.588 1.149 -3.166  -0.10
C6 2.539 2.107 -2.439  -0.32
O3 2.478 3.286 -3.108  -0.06
H13 0.562 1.253 -2.813  0.01
H14 1.903 0.147 -2.873  0.08
H15 1.746 1.185 -4.244  0.10
H16 3.588 1.812 -2.411  0.12
H17 2.127 2.238 -1.438  0.09
H18 3.150 3.289 -3.795  0.09
O4 -0.434 -1.015 1.732  0.03
H19 -0.552 -1.215 2.661  0.11
H20 0.059 -0.195 1.724  0.01
O5 1.184 0.652 2.352  0.12
H21 2.014 0.960 1.987  0.19
H22 1.423 0.261 3.192  0.15
O6 1.057 2.644 3.916  -0.05
H23 1.415 2.101 4.618  0.09
H24 1.046 2.070 3.150  0.01
O7 -0.810 0.903 3.794  0.01
H25 0.057 0.533 3.624  -0.01
H26 -0.782 1.163 4.715  0.07
C7 -1.346 -3.570 1.023  -0.03
C8 -0.252 -3.560 -0.112  -0.46
C9 -0.769 -4.479 -1.294  -0.11
C10 -1.970 -3.715 -1.980  -0.19
C11 -1.619 -2.339 -2.552  -0.12
C12 -0.912 -1.418 -1.406  -0.34
N1 0.091 -2.256 -0.686  -0.11
O8 0.829 -1.493 0.127  -0.04
C13 -0.196 -0.336 -2.318  -0.11
C14 -2.079 -0.813 -0.538  -0.02
C15 1.005 -4.268 0.408  -0.05
H27 -2.373 -3.600 0.657  0.06
H28 -1.305 -2.801 1.794  0.06
H29 -1.308 -4.454 1.660  0.08
H30 0.018 -4.660 -2.026  0.11
H31 -1.070 -5.450 -0.900  0.11
H32 -2.860 -3.677 -1.352  0.09
H33 -2.237 -4.385 -2.796  0.10
H34 -2.568 -1.898 -2.857  0.11
H35 -0.994 -2.533 -3.424  0.11
H36 0.408 0.424 -1.824  0.00
H37 0.437 -0.948 -2.961  0.09
H38 -0.838 0.202 -3.016  0.11
H39 -2.534 -1.511 0.165  0.08
H40 -1.674 0.025 0.028  0.03
H41 -2.855 -0.341 -1.141  0.09
H42 1.740 -4.198 -0.394  0.09
H43 0.887 -5.343 0.544  0.08
H44 1.376 -3.894 1.363  0.08
H45 0.190 -1.368 0.832  -0.17

Properties
LUMO energy   -0.938 eV
ΔE to the lowest compared entry with this formula, charge and spin   1471.54 kJ/mol
Gap between HOMO and LUMO   6.378 eV
HOMO level   -7.32 eV
Spin multiplicity   1

***

For each record above, in turn, the calculated E_tot values are -3315.46020 -509.49923 -2527.43308 -1254.60067 a.u..